--- 1 ---
The following is a quantum chemistry calculation of 2 unconnected molecules or ions with the total composition C7H10NO2, from the OMol25 dataset.

Values from the calculation:
Charge: +1
E_LUMO (spin up / spin down) (eV): -3.65 / -3.65

Last column: Mulliken charge in e.
Element x y z (Å)
C (0.0512, -1.9463, -0.5598)  -0.40
C (-0.3409, -1.5622, 0.6602)  -0.78
C (1.6359, 0.1152, 1.9957)  0.21
C (0.3309, -0.8199, -1.4958)  -0.66
C (-1.3359, 0.8857, 1.1321)  -0.34
C (-0.5773, 1.5944, -0.9966)  -0.36
C (-0.2243, -0.0709, 0.7196)  0.20
N (0.4193, 0.4036, -0.6217)  0.01
O (2.5564, -0.2844, 1.4137)  -0.29
O (-1.0722, 2.0456, 0.1620)  -0.37
H (0.1886, -2.8820, -0.9492)  0.55
H (-0.4365, -2.0853, 1.5313)  0.55
H (1.4030, 0.6275, 2.9341)  0.35
H (1.4010, -0.9614, -2.0087)  0.34
H (-0.3179, -0.6715, -2.4006)  0.29
H (-2.4630, 0.4802, 1.0136)  0.29
H (-1.2500, 1.2829, 2.1427)  0.26
H (0.0515, 2.3902, -1.4689)  0.33
H (-1.3740, 1.2840, -1.6695)  0.33
H (1.3805, 0.6560, -0.4065)  0.49

=====

--- 2 ---
The following is a quantum chemistry calculation of a gas-phase ion, C7H10NO2 (charge +1), from the OMol25 dataset.

Values from the calculation:
Charge: +1
E_LUMO (eV): -3.94

Last column: Mulliken charge in e.
Element x y z (Å)
O (-2.8490, 0.3181, -0.3720)  -0.48
C (-1.6158, -0.2069, -0.5401)  -0.52
N (-1.3337, -1.5507, 0.0926)  -0.01
C (0.0897, -1.0095, 0.4227)  -0.21
C (1.3108, -1.4195, 0.1443)  -0.41
C (2.3248, -0.3082, 0.0459)  -0.31
C (1.9615, 0.9567, -0.1715)  -0.41
C (0.6280, 1.4658, -0.5548)  -0.73
C (-0.4003, 0.5376, 0.1196)  1.21
O (-1.0077, 1.0941, 1.2455)  -0.68
H (-2.7452, 0.9567, 0.3217)  0.40
H (-1.4321, -0.4243, -1.6920)  0.35
H (-1.4282, -2.3797, -0.4817)  0.35
H (-1.8255, -1.7349, 0.9876)  0.36
H (1.6116, -2.4877, -0.0126)  0.38
H (3.3552, -0.6550, 0.4040)  0.34
H (2.7051, 1.7874, -0.0530)  0.35
H (0.5193, 2.5636, -0.3443)  0.38
H (0.6876, 1.2824, -1.6504)  0.28
H (-0.5559, 1.2140, 2.0886)  0.37

=====

Verdict on stability: 2 comes out on top.

=====

--- 1 ---
The following is a quantum chemistry calculation of a molecular structure, C2H3P3, from the OMol25 dataset.

Values from the calculation:
E_LUMO (eV): -0.18

Last column: Mulliken charge in e.
Element x y z (Å)
C (-0.8573, 0.9806, 0.2448)  -0.23
C (-0.8920, -0.9502, 0.2482)  -0.24
P (0.5870, 1.7000, -0.1160)  -0.08
P (0.5263, -1.7158, -0.1169)  -0.07
P (1.8834, -0.0314, 0.0597)  -0.13
H (-1.8163, 1.4113, 0.4482)  0.34
H (-1.8586, -1.3597, 0.4548)  0.34
H (2.4275, -0.0349, -1.2228)  0.07

=====

--- 2 ---
The following is a quantum chemistry calculation of a single C2H3P3 molecule, from the OMol25 dataset.

Values from the calculation:
E_LUMO (spin up / spin down) (eV): -1.43 / -1.27

Last column: Mulliken charge in e.
Element x y z (Å)
C (-1.6122, 0.5171, -0.8144)  -0.19
P (-0.4822, 1.3463, -1.5639)  -0.19
P (1.4409, 1.5812, -0.2068)  -0.12
P (1.9037, -0.0238, 1.1388)  0.01
C (0.5512, -0.8982, 1.3945)  -0.27
H (-2.3267, -0.1985, -0.5693)  0.44
H (2.5615, 1.6189, -1.0228)  0.07
H (0.6339, -1.9702, 1.8502)  0.25

=====

Verdict on stability: 1 comes out on top.

=====

--- 1 ---
The following is a quantum chemistry calculation of a single C14H18N2O4 molecule, from the OMol25 dataset.

Values from the calculation:
E_LUMO (eV): 0.40

Last column: Mulliken charge in e.
Element x y z (Å)
N (-3.1726, -1.6029, -1.4886)  -0.74
C (-1.9781, -1.1664, -0.7661)  0.57
C (-1.0893, -2.2501, -0.2918)  -1.53
C (0.0267, -1.7209, 0.8587)  0.40
C (-0.1754, -1.6908, 2.3096)  -0.37
C (0.9668, -1.3274, 3.0904)  -0.58
C (2.1599, -1.3228, 2.4720)  0.57
O (3.2569, -1.2418, 3.2955)  -0.55
C (2.4065, -1.3461, 1.0331)  -0.49
C (1.3009, -1.5696, 0.2356)  -0.53
C (-1.3074, -0.0900, -1.3971)  0.54
O (-1.2128, -0.4411, -2.5269)  -0.70
N (-0.7319, 1.0005, -0.8887)  0.39
C (-0.7108, 1.2183, 0.5414)  -0.32
C (-0.5193, 2.7549, 0.4720)  -0.83
C (0.4551, 3.0590, -0.5745)  -0.64
C (-0.0164, 2.0138, -1.6105)  -0.41
C (1.3676, 1.2705, -1.9933)  0.61
O (2.3234, 1.5170, -1.2970)  -0.56
O (1.4917, 0.4617, -3.0959)  -0.55
H (-3.2779, -1.4779, -2.6274)  0.33
H (-4.0968, -0.9508, -1.0926)  0.32
H (-2.4687, -1.0450, 0.2903)  0.15
H (-1.7101, -3.2190, -0.0412)  0.33
H (-0.6268, -2.7620, -1.1956)  0.37
H (-0.9876, -2.1552, 2.7998)  0.54
H (1.0340, -0.9540, 4.2248)  0.22
H (3.7740, -0.4519, 2.7575)  0.38
H (3.1640, -0.7327, 0.4818)  0.19
H (1.1506, -1.6371, -0.8354)  0.46
H (0.2502, 0.9599, 0.8976)  0.04
H (-1.6748, 0.9426, 1.1301)  0.35
H (-0.0074, 3.0164, 1.3884)  0.43
H (-1.6864, 3.0471, 0.3807)  0.27
H (0.6629, 4.1160, -1.0109)  0.38
H (1.5476, 2.7692, -0.1799)  0.20
H (-0.3830, 2.6661, -2.4238)  0.32
H (0.4947, 0.3424, -3.3221)  0.44

=====

--- 2 ---
The following is a quantum chemistry calculation of a single C14H18N2O4 molecule, from the OMol25 dataset.

Values from the calculation:
E_LUMO (eV): 0.40

Last column: Mulliken charge in e.
Element x y z (Å)
O (-1.7137, -1.1798, -2.7237)  -0.64
C (-1.5831, -0.5072, -1.6646)  0.33
O (-2.6182, -0.6120, -0.9464)  -0.46
C (-0.2924, -0.0589, -1.0104)  -0.31
C (0.2524, -1.1383, -0.0856)  -0.47
C (0.7564, -2.4286, -0.7105)  0.29
C (2.0579, -2.7392, -1.0036)  -0.40
C (2.3647, -4.0447, -1.5323)  -0.55
C (1.3965, -5.1630, -1.6573)  0.62
O (1.7871, -6.3019, -2.1446)  -0.53
C (0.1492, -4.9046, -0.9642)  -0.84
C (-0.1572, -3.5264, -0.6703)  -0.34
N (-0.5664, 1.1815, -0.1079)  -0.12
C (0.4440, 2.0903, 0.0335)  -0.20
O (1.6248, 1.8380, -0.2204)  -0.70
C (-0.0637, 3.4726, 0.4230)  0.48
C (0.6437, 3.9071, 1.7483)  -0.98
C (-0.6340, 4.0293, 2.8108)  -0.71
C (-1.7803, 3.5022, 2.0053)  -0.52
N (-1.4130, 3.4776, 0.5415)  -0.55
H (-2.3362, -0.4679, 0.0255)  0.42
H (0.4543, 0.0532, -1.7959)  0.56
H (-0.6542, -1.5231, 0.6389)  0.10
H (1.1160, -0.6835, 0.3679)  0.52
H (2.8193, -1.9593, -0.8780)  0.39
H (3.3897, -4.2493, -1.6704)  0.27
H (2.8036, -6.3565, -1.9848)  0.35
H (-0.6064, -5.6407, -0.9245)  0.41
H (-1.2378, -3.3161, -0.6346)  0.19
H (-1.5665, 1.5352, -0.0343)  0.44
H (0.3281, 4.0378, -0.3115)  0.58
H (1.2304, 4.7339, 1.6346)  0.50
H (1.4326, 3.1847, 2.2224)  0.28
H (-0.6852, 5.0331, 2.8047)  0.26
H (-0.6266, 3.6532, 3.7785)  0.47
H (-2.6247, 4.2278, 1.9949)  0.36
H (-2.1409, 2.5397, 2.5141)  0.18
H (-1.7504, 4.3036, 0.1318)  0.33

=====

Verdict on stability: 2 comes out on top.

=====

--- 1 ---
The following is a quantum chemistry calculation of a molecular structure, C9H12N, from the OMol25 dataset.

Values from the calculation:
Charge: +1
E_LUMO (eV): -5.14

Last column: Mulliken charge in e.
Element x y z (Å)
C (-1.7367, 1.6977, -0.2560)  -0.56
C (-1.1730, 0.3032, -0.1690)  -0.06
C (-1.2186, 2.7506, 0.3391)  -0.74
C (1.5048, 0.4519, -0.6679)  -0.59
C (-0.2885, -1.6766, 0.0187)  -0.52
C (-2.8723, -1.5670, 0.3903)  -1.06
C (2.8568, 0.1694, -0.1934)  0.06
C (-1.7116, -1.0318, 0.0784)  0.38
C (0.1077, -0.1733, -0.3174)  0.42
N (3.1501, -0.9302, 0.4724)  -0.19
H (-2.8104, 1.5642, -0.5190)  0.30
H (-0.1958, 2.8018, 0.7064)  0.32
H (-1.6424, 3.7071, 0.0729)  0.30
H (1.0973, 1.5007, -0.7520)  0.43
H (1.6898, 0.0312, -1.7516)  0.34
H (-0.0919, -1.9600, 0.9886)  0.38
H (0.0345, -2.4505, -0.8327)  0.27
H (-3.6831, -0.9057, 0.4765)  0.29
H (-2.9649, -2.6172, 0.5999)  0.33
H (3.4797, 1.0683, -0.1562)  0.39
H (4.0724, -1.1675, 0.8893)  0.28
H (2.3960, -1.5662, 0.5828)  0.23

=====

--- 2 ---
The following is a quantum chemistry calculation of a gas-phase ion, C9H12N (charge +1), from the OMol25 dataset.

Values from the calculation:
Charge: +1
E_LUMO (eV): -4.74

Last column: Mulliken charge in e.
Element x y z (Å)
C (0.5277, -1.6837, -0.0084)  0.30
C (0.3048, -0.6507, 1.0921)  -0.69
C (-0.5543, 0.2414, 0.3145)  0.47
C (0.4084, -0.2435, -0.5876)  -0.57
C (3.2990, -2.3641, -0.1420)  -0.38
C (1.8295, -2.4561, -0.0402)  -0.05
C (-0.7239, 2.4525, -0.3524)  -1.74
C (-2.8540, 0.9998, -0.1965)  -1.36
C (-1.4397, 1.3552, 0.4513)  0.51
N (2.3342, -3.5528, 0.1086)  -0.46
H (-0.3627, -2.2816, -0.1739)  0.49
H (0.8661, -0.5413, 1.9687)  0.41
H (1.0391, 0.3635, -1.1837)  0.44
H (3.7297, -2.1908, -1.1603)  0.22
H (4.0957, -2.2973, 0.7136)  0.23
H (-0.6164, 2.3041, -1.3657)  0.49
H (-1.3639, 3.3379, -0.2769)  0.43
H (0.1565, 2.6711, 0.1849)  0.47
H (-3.2127, 1.9231, -0.1121)  0.44
H (-2.5836, 0.7709, -1.1603)  0.41
H (-3.1905, 0.2541, 0.4410)  0.42
H (-1.6891, 1.5882, 1.4852)  0.50

=====

Verdict on stability: 1 comes out on top.

=====

--- 1 ---
The following is a quantum chemistry calculation of a molecular structure, C2H2Li3O2, from the OMol25 dataset.

Values from the calculation:
E_LUMO (spin up / spin down) (eV): -0.94 / -1.01
Multiplicity: 2

Last column: Mulliken charge in e.
Element x y z (Å)
O (-0.6873, 1.3758, 1.0501)  -0.73
C (-0.8667, 0.3658, 0.2102)  -0.28
C (-0.1216, -0.7788, 0.1933)  -0.36
Li (-0.0512, 2.0012, 2.5185)  0.79
Li (1.2441, 0.6160, -0.9971)  0.37
H (-1.3093, 0.6488, -0.7685)  0.40
H (0.3592, -1.0773, 1.1423)  0.21
Li (1.0149, -1.8512, -2.4324)  0.04
O (0.4178, -1.3004, -0.9164)  -0.43

=====

--- 2 ---
The following is a quantum chemistry calculation of a molecular structure, C2H2Li3O2, from the OMol25 dataset.

Values from the calculation:
E_LUMO (spin up / spin down) (eV): -1.02 / -1.09
Multiplicity: 2

Last column: Mulliken charge in e.
Element x y z (Å)
O (1.5075, 1.1534, 0.4214)  -0.83
C (0.4871, 0.7462, -0.3129)  -0.13
C (-0.6689, 0.1980, 0.1619)  -0.37
Li (2.1065, 1.5584, 1.9792)  0.84
Li (0.3436, -1.7354, -0.3931)  0.35
H (0.7106, 0.5405, -1.3819)  0.42
H (-0.9281, 0.3687, 1.2207)  0.22
Li (-2.2009, -2.0702, -1.2142)  -0.08
O (-1.3575, -0.7595, -0.4812)  -0.42

=====

Verdict on stability: 2 comes out on top.

=====

--- 1 ---
The following is a quantum chemistry calculation of 2 unconnected molecules or ions with the total composition ClFN2O3, from the OMol25 dataset.

Values from the calculation:
E_LUMO (spin up / spin down) (eV): -1.69 / -0.96

Last column: Mulliken charge in e.
Element x y z (Å)
N (1.0265, -0.3714, 0.8481)  0.35
N (-0.1889, -0.0508, -1.3262)  1.14
O (-0.6472, 0.9231, -1.0516)  -0.31
O (0.4674, -0.6148, -2.0958)  -0.42
O (0.6162, -0.1680, 1.8854)  -0.08
F (-0.5735, -1.1535, -0.2687)  -0.37
Cl (-0.7006, 1.4354, 2.0089)  -0.30

=====

--- 2 ---
The following is a quantum chemistry calculation of a molecular structure, ClFN2O3, from the OMol25 dataset.

Values from the calculation:
E_LUMO (spin up / spin down) (eV): -1.59 / -2.07

Last column: Mulliken charge in e.
Element x y z (Å)
N (-1.6817, 1.4302, 0.9186)  0.34
N (0.9470, -0.1329, -1.1336)  1.03
O (2.0260, -0.6219, -1.2024)  -0.42
O (0.4495, 0.9118, -1.1047)  -0.37
O (-1.5002, 0.8225, 1.8592)  -0.05
F (-0.1119, -1.1828, -0.9554)  -0.26
Cl (0.3518, -0.1573, 2.0360)  -0.28

=====

Verdict on stability: 2 comes out on top.